{
  "formula": "C43H58BN11O2SV",
  "method": "ωB97M-V with the def2-TZVPD basis set",
  "species": ["C", "H", "C", "H", "H", "C", "H", "C", "H", "C", "H", "H", "H", "H", "C", "H", "H", "H", "O", "H", "B", "H", "C", "H", "H", "H", "H", "C", "S", "H", "C", "H", "C", "C", "C", "H", "H", "H", "C", "C", "N", "C", "N", "H", "N", "H", "C", "C", "C", "H", "C", "C", "H", "H", "H", "C", "H", "C", "H", "H", "N", "C", "H", "N", "N", "H", "H", "N", "O", "H", "H", "N", "H", "V", "H", "H", "H", "H", "C", "H", "C", "C", "H", "C", "C", "C", "C", "H", "C", "C", "N", "C", "N", "H", "H", "H", "H", "C", "H", "C", "C", "H", "H", "C", "H", "C", "N", "C", "H", "H", "C", "C", "H", "C", "H", "C", "H"],
  "xyz": [[0.626, 4.674, 1.199], [4.660, 0.039, -1.168], [1.651, -1.623, -4.012], [0.944, -0.802, -4.140], [1.656, 4.632, 0.848], [1.316, -4.491, -0.748], [1.869, -2.054, -4.991], [1.837, -3.931, 3.878], [-1.225, -5.859, -2.522], [2.856, 0.976, -0.345], [-2.143, 1.625, -5.797], [-2.301, -0.737, 4.779], [-3.387, -0.488, -2.273], [-3.189, 1.943, 3.676], [3.695, -0.236, -4.361], [-1.742, -1.253, -1.330], [-3.640, -4.276, 1.377], [3.059, 0.590, -4.685], [-2.825, 1.971, 1.113], [-0.832, -1.063, 3.858], [0.593, 2.155, -0.535], [4.141, -3.946, 1.063], [-0.436, -2.844, -1.245], [3.266, -1.645, 0.614], [4.594, 0.185, -3.910], [0.565, 5.384, 2.022], [-2.119, -3.554, -2.346], [-1.560, 2.961, -3.404], [1.562, -0.509, 2.447], [3.933, -2.997, -3.865], [-3.279, -0.518, -3.352], [5.171, -1.918, 3.943], [2.580, -4.754, -0.102], [3.177, -3.785, 0.598], [3.065, -3.451, 4.074], [-4.218, -0.884, -3.776], [3.037, -5.729, -0.218], [0.949, -6.451, -1.524], [-0.034, -3.451, 2.364], [-2.954, 0.860, -3.925], [-1.289, 1.201, -2.034], [-0.515, -4.765, 2.534], [3.339, -2.453, 3.163], [-2.660, -2.051, 1.036], [0.145, 2.209, 0.971], [0.007, 5.048, 0.383], [-0.270, 1.075, 5.319], [3.331, 1.879, 0.739], [-1.269, 1.035, 4.154], [-3.082, 0.136, -5.971], [-0.350, 3.075, 2.935], [-2.068, -2.849, 1.461], [3.426, 2.898, 0.358], [-0.158, -0.870, -1.593], [-0.004, 5.140, -1.571], [-0.654, -5.106, -1.996], [-4.106, 0.579, 0.460], [0.148, 3.348, 1.686], [-3.047, 1.358, 5.348], [-1.898, 3.591, -4.210], [-0.802, -2.496, 1.779], [-1.954, 1.646, -3.096], [1.252, 3.148, -0.658], [-0.334, 1.197, 1.755], [1.452, 0.127, -1.853], [2.644, 1.891, 1.585], [-2.504, -1.236, -3.624], [1.550, 0.919, -0.737], [-2.284, -0.191, 0.717], [3.989, -0.812, -5.241], [0.621, 0.492, 5.083], [-0.449, 2.212, -1.659], [1.291, 4.310, -2.430], [-0.213, -0.650, 0.860], [-2.299, -0.511, 3.025], [4.893, -1.348, 2.294], [-1.447, 0.086, -5.286], [3.787, -3.736, 4.819], [-1.798, -5.089, 2.180], [4.084, -0.542, 3.646], [-4.251, 1.674, -4.019], [3.593, 0.189, -1.195], [0.035, 2.098, 5.541], [2.661, -0.312, -2.131], [2.185, -2.198, 2.342], [3.832, -2.331, -3.006], [0.571, -5.440, -1.440], [1.302, -4.677, 4.430], [-1.700, -0.409, 3.928], [2.550, -2.455, 0.804], [1.232, -3.192, 2.830], [0.802, -3.173, -0.631], [-0.800, -1.501, -1.053], [-2.257, 2.858, 4.861], [-0.737, 0.657, 6.213], [-4.070, 2.661, -4.444], [0.001, 5.114, -3.331], [-1.166, -3.804, -1.899], [3.401, -2.903, -2.182], [-2.372, 0.666, -5.332], [-3.066, 0.840, 0.754], [1.173, -2.395, -3.405], [-4.690, 1.811, -3.030], [-0.650, 1.713, 2.945], [-2.153, -6.104, 2.292], [-0.593, 3.273, -2.489], [1.354, -2.193, 0.084], [-2.612, -4.094, 1.653], [4.311, 1.554, 1.089], [4.832, -2.010, -2.710], [2.947, -1.133, -3.365], [-2.518, 1.853, 4.531], [0.163, -5.521, 2.899], [4.422, -1.509, 3.267], [-4.975, 1.157, -4.653], [0.223, 4.524, -2.443], [-0.491, 3.784, 3.731]],
  "forces_ev_per_a": [[-0.113, 0.042, -0.043], [0.035, 0.001, 0.005], [0.012, 0.001, 0.037], [-0.004, 0.006, -0.008], [-0.005, 0.010, -0.003], [0.012, -0.002, -0.023], [0.004, -0.027, -0.004], [0.048, -0.061, -0.038], [-0.008, -0.008, -0.001], [0.053, 0.039, 0.051], [-0.011, 0.006, -0.021], [0.007, -0.006, 0.020], [-0.089, 0.054, 0.282], [-0.006, -0.003, 0.002], [-0.036, -0.014, -0.001], [-0.072, -0.038, 0.073], [-0.009, -0.009, -0.023], [-0.009, 0.019, 0.002], [-0.093, 0.205, -0.180], [-0.009, -0.005, -0.036], [0.205, -0.133, -0.020], [-0.001, -0.032, 0.056], [-0.034, -0.101, 0.012], [-0.019, -0.016, -0.091], [0.025, 0.003, 0.004], [0.004, 0.021, 0.014], [-0.017, 0.019, -0.007], [0.052, -0.063, -0.151], [0.030, -0.155, 0.252], [0.029, 0.001, -0.023], [0.096, -0.062, -0.140], [0.012, -0.001, -0.011], [0.028, 0.035, -0.061], [-0.021, 0.015, -0.014], [-0.077, 0.037, 0.009], [0.023, -0.004, -0.011], [0.008, -0.026, -0.001], [0.011, -0.016, -0.011], [0.103, 0.126, 0.057], [0.026, 0.040, 0.120], [-0.153, 0.116, -0.130], [-0.038, 0.012, 0.036], [0.135, -0.039, -0.053], [0.052, -0.008, -0.044], [-0.136, 0.202, -0.297], [0.045, -0.031, 0.104], [-0.013, 0.010, -0.031], [-0.010, 0.001, 0.065], [-0.066, -0.009, -0.038], [-0.010, -0.017, 0.001], [0.068, 0.005, -0.034], [-0.081, -0.111, 0.022], [0.000, 0.031, -0.014], [-0.158, -0.122, -0.033], [0.032, -0.062, -0.107], [0.018, -0.006, 0.006], [0.047, -0.027, -0.108], [-0.061, 0.190, 0.083], [0.008, -0.001, 0.032], [-0.014, 0.006, -0.024], [-0.179, -0.652, 0.190], [0.076, -0.056, 0.155], [0.004, -0.143, 0.013], [0.197, 0.536, 0.191], [-0.042, 0.024, -0.193], [0.074, 0.002, -0.043], [0.106, -0.047, 0.139], [-0.061, -0.197, -0.006], [0.605, -0.383, -0.315], [0.002, -0.005, -0.022], [-0.005, -0.006, -0.006], [-0.204, -0.085, 0.250], [-0.015, 0.014, -0.021], [0.053, 0.073, -0.059], [-0.021, -0.001, 0.039], [0.010, 0.012, -0.015], [0.005, 0.008, -0.002], [0.013, -0.036, 0.022], [0.033, 0.035, -0.012], [0.011, 0.007, 0.019], [0.008, 0.000, 0.026], [-0.036, 0.059, 0.073], [0.003, 0.022, 0.014], [-0.115, 0.031, -0.009], [-0.115, 0.202, -0.126], [-0.033, 0.022, 0.016], [-0.016, 0.009, 0.012], [-0.007, -0.017, 0.038], [0.058, -0.013, 0.005], [0.020, -0.094, 0.229], [-0.084, -0.139, -0.084], [0.028, 0.077, -0.096], [0.240, 0.418, -0.472], [0.015, 0.032, -0.009], [-0.003, -0.013, 0.027], [-0.001, 0.010, 0.000], [-0.008, 0.016, -0.014], [0.035, 0.044, -0.025], [-0.025, -0.040, 0.000], [-0.018, 0.063, -0.008], [-0.271, 0.011, 0.187], [-0.030, -0.008, 0.023], [-0.014, 0.002, 0.007], [0.104, -0.031, 0.094], [-0.005, -0.023, 0.019], [0.134, 0.139, -0.017], [-0.227, -0.057, 0.070], [-0.012, 0.045, 0.059], [0.003, 0.005, 0.012], [0.015, 0.006, 0.039], [-0.020, -0.041, 0.000], [-0.020, -0.032, -0.039], [0.008, -0.026, 0.014], [-0.052, 0.049, 0.050], [-0.011, 0.000, -0.006], [-0.072, 0.132, 0.015], [0.003, 0.006, 0.036]],
  "lowdin_charge": [-0.01, 0.11, -0.04, 0.08, 0.08, -0.15, 0.09, -0.05, 0.11, -0.30, 0.08, 0.09, 0.07, 0.08, -0.04, 0.07, 0.11, 0.09, 0.02, 0.05, -0.49, 0.12, -0.24, 0.13, 0.08, 0.08, 0.12, 0.01, 0.84, 0.09, -0.05, 0.09, -0.02, 0.00, -0.07, 0.09, 0.12, 0.11, -0.24, -0.54, 0.15, 0.00, -0.16, 0.10, 0.06, 0.07, -0.05, -0.03, -0.52, 0.08, 0.03, -0.12, 0.08, 0.08, 0.06, -0.05, 0.13, -0.26, 0.08, 0.11, 0.04, -0.25, 0.10, -0.09, 0.10, 0.05, 0.07, 0.02, -0.25, 0.08, 0.06, 0.03, 0.08, 0.83, 0.07, 0.09, 0.08, 0.12, -0.05, 0.07, -0.05, 0.02, 0.08, -0.26, -0.65, -0.03, -0.03, 0.11, -0.05, -0.28, 0.01, -0.20, 0.05, 0.08, 0.09, 0.08, 0.08, -0.01, 0.07, -0.05, -0.49, 0.07, 0.09, -0.26, 0.11, -0.27, 0.09, -0.05, 0.08, 0.08, -0.54, -0.04, 0.11, -0.06, 0.08, -0.03, 0.12],
  "charge": 0,
  "spin_multiplicity": 4,
  "homo_lumo_gap_ev": [7.24, 5.14],
  "s2": 3.806
}

***

{
  "formula": "C43H61GeN6O2PtTe",
  "method": "ωB97M-V with the def2-TZVPD basis set",
  "species": ["H", "C", "Te", "H", "N", "H", "C", "H", "C", "H", "N", "N", "H", "C", "H", "C", "C", "C", "C", "H", "H", "C", "H", "H", "C", "H", "N", "C", "O", "Pt", "H", "C", "C", "H", "C", "H", "N", "H", "C", "H", "C", "C", "O", "C", "H", "H", "C", "H", "H", "C", "C", "H", "C", "H", "H", "H", "C", "H", "H", "H", "H", "H", "H", "H", "H", "H", "H", "H", "H", "C", "H", "C", "H", "C", "C", "C", "C", "H", "C", "C", "C", "C", "H", "C", "C", "C", "H", "C", "H", "H", "H", "C", "H", "C", "H", "H", "H", "N", "H", "H", "H", "C", "H", "H", "H", "C", "H", "C", "H", "H", "Ge", "C", "H", "H", "H"],
  "xyz": [[0.020, -7.535, -3.579], [-1.604, -4.606, -4.434], [-1.731, 1.371, -0.025], [-0.802, 7.526, -3.330], [0.668, -5.358, -0.948], [4.787, -1.863, 3.811], [-0.401, -5.528, -4.261], [-2.596, 0.546, 3.249], [-6.352, -1.659, 2.401], [4.088, 1.659, -0.285], [-0.186, -3.487, -0.225], [0.384, -4.638, 0.106], [2.610, -2.245, -2.469], [-4.991, -1.832, 2.409], [-4.144, 0.370, -0.025], [-1.477, 6.816, -3.811], [3.086, -1.684, 2.518], [0.646, -0.200, -0.559], [-0.293, -3.451, -1.530], [2.152, -3.495, 1.855], [0.684, 2.512, -0.454], [-4.141, -1.087, 1.570], [3.808, -1.183, -3.194], [4.891, 0.288, -1.052], [-2.666, 4.780, 0.600], [6.082, -3.798, 0.710], [0.229, -4.625, -2.048], [2.772, -1.253, -2.872], [-2.399, -2.250, 2.581], [0.360, -1.334, 1.094], [1.761, 2.649, -2.382], [0.856, 4.358, 5.058], [4.084, 0.148, 3.757], [-1.222, -6.702, -2.657], [-1.452, 4.321, -3.449], [0.030, -3.687, 2.186], [-1.769, -0.628, 1.111], [3.237, 2.026, -3.109], [2.181, 0.527, 2.359], [-0.615, 1.271, -2.736], [-6.116, -0.001, 0.685], [-1.831, 3.324, -1.269], [0.029, -2.917, 2.768], [0.225, 3.208, 1.487], [3.859, -2.102, -0.318], [1.546, -5.529, -3.327], [-1.531, 2.350, 2.889], [3.150, 2.061, 3.494], [3.384, -3.716, 3.110], [-1.660, 5.597, -2.947], [0.221, 3.720, 3.856], [1.670, 1.489, -3.690], [4.052, -1.185, 3.390], [4.826, 0.503, 4.467], [-3.222, 3.889, 0.892], [2.650, -3.400, -0.304], [0.676, -4.867, -3.377], [1.662, 4.450, 2.457], [0.196, 5.106, 5.504], [-1.301, -3.647, -4.851], [-1.601, -7.334, -4.265], [-6.975, -2.247, 3.065], [2.138, -1.132, -3.746], [4.010, 0.083, 0.467], [0.553, 4.271, -0.339], [1.452, 1.213, 1.956], [-8.009, -0.564, 1.559], [-2.079, -4.426, -3.473], [-0.963, -2.636, 2.769], [3.704, -3.176, -0.154], [-1.401, 2.873, 4.956], [3.144, 1.013, 3.223], [-1.158, 1.904, -4.306], [-0.931, 2.437, 1.631], [-1.550, 3.202, -2.636], [2.228, 1.766, -2.800], [-6.937, -0.721, 1.547], [-3.336, 1.971, 3.983], [-4.750, -0.190, 0.679], [0.771, 3.849, 2.593], [-0.943, 2.974, 3.979], [5.457, -3.302, 1.457], [-2.299, 6.696, -1.229], [0.909, 3.375, 0.170], [-2.807, 1.604, 3.102], [-2.061, 5.713, -1.623], [-2.427, 7.326, -3.986], [4.009, 0.594, -0.488], [0.056, -5.703, -5.244], [-4.535, -2.553, 3.071], [4.297, -3.738, -0.881], [-0.830, -6.861, -3.657], [1.794, 4.843, 4.789], [3.134, -3.164, 2.196], [5.693, -2.227, 1.437], [-1.052, 6.538, -4.775], [0.012, -0.681, -1.318], [4.078, -3.604, 1.173], [1.064, 3.604, 5.817], [-3.450, 1.691, 2.224], [-2.330, 1.283, -3.129], [-1.396, 1.837, -3.244], [0.973, -3.914, -3.833], [1.985, 3.450, 0.305], [-1.207, 4.203, -4.499], [-2.673, -1.324, 1.743], [-1.843, 4.904, 1.303], [-2.160, 4.601, -0.800], [-3.315, 5.652, 0.668], [5.712, -3.694, 2.442], [2.316, 0.200, -1.509], [2.107, -0.820, 1.997], [-6.562, 0.720, 0.007], [-0.742, -2.691, -2.131], [-2.334, -5.061, -5.103]],
  "forces_ev_per_a": [[0.067, -0.162, 0.035], [0.251, -0.096, -0.089], [-1.096, 0.742, -0.570], [0.016, 0.066, -0.053], [-0.461, 1.281, -0.438], [0.049, -0.080, 0.064], [-0.046, 0.029, 0.209], [-0.055, -0.044, -0.001], [-0.815, 0.337, -0.264], [-0.087, 0.214, -0.022], [-0.920, 0.168, -0.680], [0.368, -1.404, -1.417], [-0.036, -0.267, 0.170], [0.591, 0.166, -0.178], [-0.075, -0.100, 0.221], [-0.069, -0.040, 0.067], [0.129, 0.001, 0.014], [1.063, -1.218, 0.405], [0.768, -1.915, -0.108], [0.079, 0.106, 0.151], [0.136, 0.074, -0.113], [-1.277, -0.082, 0.331], [0.202, 0.084, -0.015], [-0.004, -0.044, -0.192], [0.005, 0.080, 0.049], [0.089, -0.021, -0.006], [-0.079, 1.381, 3.178], [-0.211, 0.352, 0.515], [-0.183, -0.772, 0.415], [0.368, 1.996, 0.700], [-0.105, 0.177, 0.155], [-0.054, -0.014, -0.003], [0.306, 0.085, 0.217], [-0.106, -0.041, 0.141], [-0.020, 0.275, -0.075], [0.055, -0.069, 0.113], [-0.028, -0.866, -0.233], [0.257, -0.003, -0.021], [0.127, 0.218, 0.003], [0.035, -0.093, -0.018], [-0.714, -0.049, 0.097], [0.271, -0.056, 0.147], [-0.120, 0.405, -0.364], [-0.050, 0.017, -0.091], [-0.046, 0.006, -0.054], [-0.038, 0.209, 0.090], [-0.200, -0.073, 0.130], [-0.036, 0.117, 0.018], [-0.044, -0.013, 0.016], [-0.007, -0.008, -0.029], [-0.049, 0.042, -0.099], [-0.145, -0.085, -0.176], [0.034, -0.043, 0.102], [0.011, -0.001, -0.063], [-0.032, 0.017, 0.149], [-0.039, 0.111, -0.094], [0.025, -0.553, -1.322], [0.163, 0.027, -0.001], [0.014, 0.021, 0.027], [-0.039, 0.116, -0.058], [-0.031, -0.039, -0.006], [-0.035, -0.009, 0.029], [-0.189, 0.095, -0.182], [0.026, -0.108, 0.143], [-0.011, 0.032, -0.126], [-0.051, -0.017, -0.006], [-0.036, 0.018, -0.045], [-0.152, 0.024, 0.083], [-0.218, 0.012, 0.074], [0.065, -0.058, 0.034], [-0.095, -0.040, 0.090], [-0.036, 0.073, 0.041], [0.025, -0.020, -0.107], [0.128, -0.192, -0.146], [-0.040, -0.088, 0.188], [-0.097, -0.512, 0.371], [0.306, -0.132, 0.110], [-0.010, 0.082, 0.030], [0.770, -0.385, 0.048], [-0.097, 0.026, 0.170], [0.194, 0.130, 0.016], [-0.024, -0.034, -0.080], [-0.017, 0.119, 0.080], [0.075, -0.098, -0.044], [-0.105, -0.082, 0.126], [0.075, 0.105, -0.251], [0.005, 0.055, -0.047], [-0.554, -0.253, -0.166], [0.014, 0.040, 0.123], [0.123, 0.042, 0.021], [0.031, 0.056, -0.126], [0.120, 0.117, -0.212], [0.048, 0.035, 0.023], [-0.225, -0.067, 0.114], [0.002, 0.038, 0.024], [0.004, 0.051, -0.059], [-0.247, 0.291, -0.168], [0.083, -0.147, -0.062], [0.054, 0.006, 0.070], [-0.037, -0.058, 0.098], [0.007, -0.134, -0.040], [0.092, -0.007, -0.031], [0.091, -0.176, 0.231], [0.179, 0.023, 0.018], [0.071, -0.039, -0.115], [1.475, 0.585, -0.647], [-0.001, 0.016, 0.168], [-0.115, -0.132, 0.029], [-0.068, 0.100, 0.028], [0.109, 0.006, 0.088], [0.375, 0.366, -0.248], [-0.202, -0.828, -0.751], [0.051, -0.007, -0.019], [0.007, 0.382, -0.054], [-0.108, 0.024, -0.014]],
  "lowdin_charge": [0.07, -0.08, 1.56, 0.07, 0.07, 0.09, -0.41, 0.08, -0.12, 0.00, -0.02, -0.02, -0.03, -0.04, 0.01, -0.08, -0.25, -0.55, -0.11, 0.07, 0.00, -0.14, 0.00, 0.00, -0.07, 0.07, -0.10, -0.23, -0.12, 0.94, -0.01, -0.07, -0.13, 0.07, -0.04, -0.01, -0.28, 0.00, -0.14, 0.02, -0.11, -0.32, -0.18, -0.33, 0.06, 0.13, -0.29, 0.08, 0.12, -0.30, -0.28, -0.01, -0.10, 0.08, 0.06, 0.05, -0.15, 0.11, 0.07, 0.08, 0.07, 0.08, -0.01, -0.02, 0.09, 0.06, 0.08, 0.08, -0.01, -0.12, 0.11, -0.11, 0.07, -0.37, -0.33, -0.23, -0.12, 0.08, -0.08, -0.04, -0.02, -0.13, 0.10, -0.08, -0.07, -0.05, 0.07, -0.22, 0.13, 0.10, 0.08, -0.08, 0.06, -0.18, 0.08, 0.06, -0.10, -0.26, 0.07, 0.04, 0.07, -0.11, 0.12, 0.08, 0.10, -0.67, 0.07, -0.32, 0.07, 0.07, 0.78, -0.28, 0.09, 0.12, 0.07],
  "charge": -2,
  "spin_multiplicity": 2,
  "homo_lumo_gap_ev": [4.14, 4.35],
  "s2": 0.758,
  "relative_energy_kj_mol": 80.92
}